{
  "formula": "C26H24Cl5NOP2Pm",
  "method": "ωB97M-V/def2-TZVPD",
  "symbols": ["C", "C", "C", "C", "C", "C", "C", "C", "C", "C", "C", "C", "C", "H", "H", "H", "H", "H", "H", "H", "N", "Pm", "C", "H", "H", "C", "H", "H", "P", "P", "C", "H", "H", "H", "C", "H", "H", "H", "C", "H", "H", "H", "C", "H", "H", "H", "C", "O", "H", "Cl", "C", "C", "C", "Cl", "C", "Cl", "C", "Cl", "C", "Cl"],
  "coordinates": [[-1.66856, -3.48893, 1.81903], [-0.55323, -2.75780, 1.43888], [-0.03621, -2.91054, 0.10822], [-0.70474, -3.81715, -0.79550], [-1.83203, -4.54546, -0.35014], [-2.31024, -4.37368, 0.93180], [-0.24997, -3.86217, -2.11889], [0.87089, -3.13162, -2.53028], [1.48434, -2.26008, -1.56619], [2.57479, -1.42078, -1.98205], [3.00746, -1.47528, -3.29817], [2.40300, -2.33532, -4.23654], [1.35592, -3.15561, -3.86381], [-2.06327, -3.35272, 2.82945], [-2.31599, -5.22690, -1.05857], [-3.19217, -4.92053, 1.27545], [-0.74103, -4.52893, -2.82823], [3.83029, -0.82526, -3.60965], [2.77466, -2.34665, -5.26156], [0.87168, -3.82865, -4.57210], [0.94035, -2.08952, -0.33652], [-0.71118, 1.21249, -0.55067], [0.07050, -1.71833, 2.35019], [1.14975, -1.67820, 2.19365], [-0.16471, -1.93063, 3.40552], [3.16205, -0.44577, -0.98743], [3.19671, -0.90372, 0.00873], [4.16438, -0.12743, -1.29421], [-0.56163, -0.02709, 1.95458], [2.10286, 1.07257, -0.80548], [2.62862, 1.98575, -2.31199], [2.20231, 2.99804, -2.27711], [3.72361, 2.04872, -2.34844], [2.25292, 1.47972, -3.21002], [3.11308, 1.91960, 0.45844], [4.14935, 2.00899, 0.11657], [2.69305, 2.91352, 0.65311], [3.08080, 1.34695, 1.39425], [-2.29998, -0.17793, 2.54162], [-2.30334, -0.58605, 3.56267], [-2.78557, 0.80726, 2.53202], [-2.86409, -0.84369, 1.87366], [0.15580, 0.95619, 3.31561], [-0.19800, 1.99222, 3.24687], [-0.13877, 0.52743, 4.28366], [1.24890, 0.96649, 3.22614], [-0.91298, 1.67260, -3.04943], [-1.08930, 1.87668, -4.17340], [-1.06620, -0.50243, -1.64824], [0.68230, 4.40534, 1.61088], [-1.02649, 4.32373, 1.38910], [-1.56629, 3.28845, 0.62741], [-2.93850, 3.13548, 0.52980], [-3.54635, 1.72727, -0.37979], [-3.82656, 4.02624, 1.17106], [-5.51321, 3.74711, 1.10910], [-3.28662, 5.11699, 1.89953], [-4.32601, 6.22573, 2.66164], [-1.87691, 5.26410, 2.00812], [-1.22024, 6.54918, 2.91768]],
  "atomic_forces_ev_per_a": [[0.955, 0.811, 0.100], [-0.391, -0.008, 0.256], [-0.286, 0.475, -1.162], [0.608, 0.532, -0.073], [-0.655, -0.280, 0.565], [-0.133, -0.611, -0.854], [0.355, -0.305, 0.243], [-0.152, 0.148, 0.508], [-1.209, 0.229, 0.178], [0.192, 0.121, -0.445], [-0.073, 0.327, 1.159], [-0.735, -0.840, -0.279], [0.658, 0.380, -0.424], [0.106, -0.104, -0.296], [0.105, 0.249, 0.369], [0.334, 0.157, -0.183], [0.013, 0.204, 0.096], [-0.224, -0.250, 0.073], [-0.139, -0.037, 0.281], [0.201, 0.215, 0.081], [0.788, -0.545, 0.326], [-0.072, 0.046, 0.376], [-0.218, -0.254, -0.342], [0.003, -0.117, 0.136], [0.145, 0.108, -0.321], [-0.697, -0.455, -0.093], [0.102, 0.061, -0.207], [-0.175, 0.041, 0.106], [-0.365, -0.852, 1.729], [2.287, -0.171, -0.411], [-0.349, 0.176, -0.007], [0.196, -0.152, -0.118], [-0.263, 0.020, -0.028], [0.132, 0.096, 0.155], [-0.324, 0.294, 0.318], [-0.166, -0.031, 0.071], [0.256, -0.204, -0.013], [0.056, 0.135, -0.184], [-0.125, 0.060, -0.229], [-0.053, 0.134, -0.264], [0.107, -0.217, 0.077], [0.135, 0.150, 0.225], [0.149, 0.212, -0.028], [0.059, -0.200, 0.070], [0.136, 0.122, -0.243], [-0.199, 0.002, 0.115], [-0.732, 0.905, -5.087], [0.643, -0.871, 4.069], [-0.484, 0.227, -0.266], [0.250, 0.106, -0.019], [-1.908, 0.042, -0.061], [0.237, -0.732, -0.365], [0.318, 1.535, 1.086], [-0.244, 0.260, 0.073], [0.566, -0.177, -0.034], [-0.160, 0.113, -0.002], [0.691, -0.959, -0.661], [-0.128, 0.115, 0.084], [-0.138, -0.638, -0.352], [0.016, 0.196, 0.124]],
  "homo_ev": [-10.6, -10.5],
  "energy_ev": -128626.950,
  "mol_weight_da": 750.70,
  "homo_lumo_gap_ev": [6.7, 6.8],
  "spin_multiplicity": 5,
  "total_charge": 1,
  "de_lowest_kcal_mol": 0.0
}